Entry 1:
2 unconnected molecules or ions with the total composition C3H6N2P. Source: OMol25; level of theory: ωB97M-V/def2-TZVPD.

Last column: Löwdin charge in e.
CARTESIAN COORDINATES (ANGSTROEM)
C (0.87770, -0.04180, -0.11799)  0.2032
C (1.33069, 2.07709, 2.20613)  -0.6377
C (-1.15889, -0.85832, -0.91322)  -0.0403
N (0.50931, 2.05609, 1.39057)  0.0667
N (0.29161, -0.66320, -1.07926)  -0.0255
P (2.67099, 2.37402, 3.33801)  0.8507
H (1.99464, -0.05153, -0.09002)  0.1218
H (-1.27275, -1.93373, -0.42526)  0.1473
H (-1.67727, -0.19132, -0.13956)  0.1310
H (-1.75744, -0.84415, -1.78732)  0.0756
H (0.93060, -0.87012, -1.94618)  0.2331
H (2.03470, 1.73213, 4.44938)  -0.1258

Lowest unoccupied orbital energy (spin up / spin down)   -5.676 / -6.635 eV
Energy relative to the best compared isomer or geometry (same formula, charge and spin)   272.62 kJ/mol
Total charge   +1
E   -568.319121 hartree
E_HOMO (spin up / spin down)   -14.576 / -12.968 eV

---

Entry 2:
C3H6N2S in the gas phase. Source: OMol25; level of theory: ωB97M-V/def2-TZVPD.

Last column: Löwdin charge in e.
CARTESIAN COORDINATES (ANGSTROEM)
S (-2.68441, -0.48461, -0.09909)  0.7014
N (-1.81749, 0.94671, 0.12946)  -0.3844
C (-0.55219, 0.93860, 0.02533)  -0.2669
C (0.33596, -0.22024, -0.22778)  -0.3366
C (1.54938, -0.47104, 0.61589)  -0.1455
N (1.66727, 0.19534, -0.64176)  0.0058
H (-3.91546, 0.12290, -0.05343)  -0.1280
H (-0.00860, 1.88926, 0.05762)  0.1204
H (-0.16978, -1.14145, -0.58317)  0.1113
H (1.73458, 0.15394, 1.47254)  0.1020
H (1.82143, -1.51751, 0.69713)  0.1065
H (2.03932, -0.41192, -1.39273)  0.1139

Lowest unoccupied orbital energy   0.885 eV
SMILES   S/N=C\[C@@H]1CN1
Energy relative to the best compared isomer or geometry (same formula, charge and spin)   236.11 kJ/mol
Total charge   0
E   -625.532045 hartree
E_HOMO   -8.834 eV

---

Entry 3:
C3H6N2S in the gas phase. Source: OMol25; level of theory: ωB97M-V/def2-TZVPD.

Last column: Löwdin charge in e.
CARTESIAN COORDINATES (ANGSTROEM)
N (-0.60166, 1.04970, 0.83895)  0.0419
C (0.65477, 0.99097, 0.30183)  -0.4950
N (1.42172, 2.16908, 0.18189)  0.0668
C (1.15665, -0.16916, -0.19173)  -0.1738
C (0.27607, -1.29639, -0.43524)  -0.6349
S (-1.39662, -1.54829, -0.39270)  0.5336
H (-1.18942, 1.95932, 1.04867)  0.1484
H (-1.12634, 0.00878, 1.09454)  0.0848
H (0.96953, 3.35037, 0.32390)  0.2411
H (2.36809, 2.14995, -0.01130)  0.0309
H (2.24531, -0.20508, -0.54292)  0.1235
H (0.81349, -2.17471, -0.82476)  0.0328

Lowest unoccupied orbital energy   0.406 eV
SMILES   NC(N)=CC=S
Energy relative to the best compared isomer or geometry (same formula, charge and spin)   265.48 kJ/mol
Total charge   0
E   -625.520857 hartree
E_HOMO   -7.851 eV

---

Entry 4:
2 unconnected molecules or ions with the total composition C3H6N2S. Source: OMol25; level of theory: ωB97M-V/def2-TZVPD.

Last column: Löwdin charge in e.
CARTESIAN COORDINATES (ANGSTROEM)
C (0.25152, 3.04808, 0.21917)  0.1302
C (1.95789, -0.52392, 0.06499)  -0.4097
C (0.66970, -1.19300, 0.31987)  -0.1070
N (0.38331, 1.93347, 0.42336)  0.0945
N (-0.46876, -0.42569, -0.32203)  0.2020
S (3.44660, -0.22028, -0.19686)  1.2420
H (0.20082, 4.10447, 0.05491)  0.1139
H (0.41654, -1.12240, 1.35593)  0.1541
H (0.78421, -2.27437, -0.06516)  0.2080
H (-0.33648, 0.57552, 0.03305)  0.0582
H (-1.38150, -0.78879, -0.20690)  0.1735
H (-0.36698, -0.32448, -1.27846)  0.1405

Lowest unoccupied orbital energy   -11.112 eV
Energy relative to the best compared isomer or geometry (same formula, charge and spin)   47.68 kJ/mol
Total charge   +2
E   -624.839511 hartree
E_HOMO   -21.564 eV

---

Entry 5:
C3H6N2S2 in the gas phase. Source: OMol25; level of theory: ωB97M-V/def2-TZVPD.

Last column: Löwdin charge in e.
CARTESIAN COORDINATES (ANGSTROEM)
H (-0.14694, 2.22246, -0.73502)  0.1620
N (-0.68798, 1.45929, 0.07683)  0.0779
C (-0.28656, 0.24392, -0.12320)  -0.8269
N (-1.19217, -0.76005, 0.30487)  -0.1712
C (-2.59647, -0.89706, -0.00818)  -0.7923
S (-3.67507, 0.11383, -0.52236)  0.6804
S (1.06326, -0.74829, -0.69974)  0.8266
C (2.52325, 0.21503, -0.09957)  -0.4632
H (-0.63610, -1.63029, 0.91092)  0.1970
H (-2.83559, -1.76554, 0.72393)  0.0828
H (2.12037, 1.39359, -0.53875)  0.0941
H (2.86062, 0.47885, 1.11829)  0.1080
H (3.48939, -0.32573, -0.40803)  0.0248

Lowest unoccupied orbital energy   -0.063 eV
SMILES   [H]/N=C(/NC=S)SC
Energy relative to the best compared isomer or geometry (same formula, charge and spin)   464.71 kJ/mol
Total charge   0
E   -1023.625935 hartree
E_HOMO   -8.419 eV

---

Entry 6:
C3H6N2S2 in the gas phase. Source: OMol25; level of theory: ωB97M-V/def2-TZVPD.

Last column: Löwdin charge in e.
CARTESIAN COORDINATES (ANGSTROEM)
C (2.37562, 0.09496, -0.08287)  -0.0153
C (1.21747, 0.64980, 0.27147)  -0.2787
C (0.01965, 0.39101, -0.66929)  -0.8194
S (-0.52301, -1.42146, -0.37845)  0.8325
N (-1.72771, -1.02285, 0.77712)  -0.4865
N (-2.48735, -0.01266, 0.40549)  -0.4154
S (-1.48410, 1.35499, -0.22582)  0.8126
H (2.26024, -0.65767, -0.94589)  0.0852
H (3.29050, 0.09763, 0.40621)  0.0300
H (1.10758, 1.44632, 0.96137)  0.0700
H (0.31989, 0.36913, -1.81416)  0.1064
H (-1.30388, -0.93415, 1.62671)  0.0293
H (-3.06490, -0.35505, -0.33189)  0.0492

Lowest unoccupied orbital energy   0.481 eV
SMILES   C=CC1SNNS1
Energy relative to the best compared isomer or geometry (same formula, charge and spin)   312.61 kJ/mol
Total charge   0
E   -1023.683866 hartree
E_HOMO   -8.757 eV

---

Entry 7:
C3H6N2S3 in the gas phase. Source: OMol25; level of theory: ωB97M-V/def2-TZVPD.

Last column: Löwdin charge in e.
CARTESIAN COORDINATES (ANGSTROEM)
N (0.19235, -1.48002, 1.48746)  -0.0496
N (0.03202, -2.15516, 0.29327)  -0.0717
C (0.38310, -1.52782, -0.79199)  -0.3436
C (0.54380, -0.09651, -0.84420)  -0.8323
S (2.22307, 0.33448, -0.23525)  0.6472
C (-0.60899, 0.63801, -0.25919)  -1.1845
S (-0.41913, 2.08940, 0.44145)  0.6688
S (-2.07842, -0.32198, -0.32643)  0.8318
H (1.04034, -0.80207, 1.57250)  0.0659
H (0.13228, -2.11357, 2.40417)  0.1486
H (0.16858, -1.95442, -1.86455)  0.1500
H (0.51072, 0.25685, -1.91074)  0.1195
H (1.95320, 1.68018, 0.65811)  -0.0210
H (-2.89127, 0.66690, -0.02865)  -0.1290

Lowest unoccupied orbital energy   -0.542 eV
SMILES   N/N=C\[C@H](S)C(=S)S
Energy relative to the best compared isomer or geometry (same formula, charge and spin)   365.93 kJ/mol
Total charge   0
E   -1421.859145 hartree
E_HOMO   -8.680 eV

---

Entry 8:
A gas-phase ion, C3H6N3 (charge +1). Source: OMol25; level of theory: ωB97M-V/def2-TZVPD.

Last column: Löwdin charge in e.
CARTESIAN COORDINATES (ANGSTROEM)
H (1.15908, -0.50049, 2.43024)  0.0729
N (1.37367, -1.12077, 1.71947)  0.2533
C (0.85581, -0.64118, 0.73391)  -0.1458
C (0.69121, -0.87062, -0.69495)  -0.1189
N (-0.47208, -0.02812, -0.82780)  0.0942
C (-0.43704, 0.64522, 0.27315)  -0.1713
N (-1.17075, 1.63938, 0.63074)  0.2270
H (1.69085, -0.78560, -1.15435)  0.1531
H (0.41171, -1.91497, -1.05096)  0.1648
H (-0.91469, 0.33835, -1.69242)  0.2008
H (-1.13316, 1.78475, 1.60536)  0.1246
H (-2.04637, 1.84151, 0.18790)  0.1454

Lowest unoccupied orbital energy   -4.039 eV
SMILES   [H]/N=C1/CNC1=[NH2+]
Energy relative to the best compared isomer or geometry (same formula, charge and spin)   201.86 kJ/mol
Total charge   +1
E   -281.840998 hartree
E_HOMO   -15.307 eV

---

Entry 9:
3 unconnected molecules or ions with the total composition C3H6N3O2. Source: OMol25; level of theory: ωB97M-V/def2-TZVPD.

Last column: Löwdin charge in e.
CARTESIAN COORDINATES (ANGSTROEM)
C (-2.81950, 2.56598, 0.64601)  0.0062
C (-1.85992, 1.72986, 0.53855)  -0.5240
C (0.57146, -1.10344, -1.17680)  -0.2903
N (-0.82261, 1.11968, 0.54164)  0.1111
N (-0.60992, -0.92041, 2.68743)  0.0157
N (-1.42160, -0.17442, 2.14757)  -0.3737
O (-2.55573, 0.20900, 2.39891)  -0.1100
O (1.20339, 0.02953, -1.47761)  -0.1104
H (-3.59880, 2.88018, -0.08146)  -0.0217
H (-0.35161, -1.30769, -1.85592)  0.0893
H (0.24358, -1.14740, -0.08816)  0.0646
H (1.16682, -2.00659, -1.36723)  0.0568
H (0.80688, 0.63805, -0.87717)  0.0153
H (-0.98928, -1.37362, 3.63564)  0.0711

Lowest unoccupied orbital energy (spin up / spin down)   3.172 / 3.606 eV
Energy relative to the best compared isomer or geometry (same formula, charge and spin)   513.31 kJ/mol
Total charge   -1
E   -432.446245 hartree
E_HOMO (spin up / spin down)   -3.766 / -3.558 eV

---

Entry 10:
A gas-phase ion, C3H6N3O2 (charge +1). Source: OMol25; level of theory: ωB97M-V/def2-TZVPD.

Last column: Löwdin charge in e.
CARTESIAN COORDINATES (ANGSTROEM)
O (-0.41003, 2.97442, -0.71656)  0.1897
N (-0.52651, 2.25720, 0.20410)  -0.3695
O (-0.79341, 2.58709, 1.35463)  0.1347
C (-0.35066, 0.88934, -0.01828)  -0.0851
C (0.28552, 0.05675, -1.24941)  0.0503
N (0.34816, -1.36384, -0.78140)  0.0212
C (0.32888, -1.24496, 0.68188)  -0.1148
N (-0.47572, -0.05042, 0.92549)  0.0637
H (0.09520, 0.30010, -2.34177)  0.1330
H (-0.48246, -1.82800, -1.29838)  0.2243
H (1.34894, -1.79272, -1.04755)  0.2490
H (1.43096, -0.97410, 0.96421)  0.1805
H (-0.01588, -1.96547, 1.48295)  0.1738
H (-0.78300, 0.15461, 1.84009)  0.1492

Lowest unoccupied orbital energy (spin up / spin down)   -5.763 / -5.764 eV
SMILES   O=[N+]([O-])C1=C[NH2+]CN1
Energy relative to the best compared isomer or geometry (same formula, charge and spin)   623.24 kJ/mol
Total charge   +1
E   -432.163945 hartree
E_HOMO (spin up / spin down)   -13.552 / -13.546 eV

---

| no. | largest force on an atom (eV Å⁻¹) |
| --- | --- |
| 1 | 4.032 |
| 2 | 1.981 |
| 3 | 6.546 |
| 4 | 4.308 |
| 5 | 6.220 |
| 6 | 3.548 |
| 7 | 3.787 |
| 8 | 4.612 |
| 9 | 4.910 |
| 10 | 9.990 |